16
Properties=species:S:1:pos:R:3:forces:R:3 method="wB97M-V/def2-TZVPD" homo_ev="-8.25 / -8.25" homo_lumo_gap_ev="7.452 / 7.446" e_lumo_ev="-0.8 / -0.8"
C -0.0161 0.4554 1.2804 -0.479 -0.115 -1.434
C -0.5217 -0.8011 1.9087 -0.579 1.675 1.502
C 0.1898 -0.2609 -1.2848 1.151 1.905 0.013
C 0.1723 0.4430 -0.0309 1.407 3.483 -0.533
N 0.4137 2.5611 -1.6735 0.034 0.667 -0.696
N 0.4405 2.3994 -0.4606 -0.209 -3.387 -1.290
O -0.1103 1.6321 1.8877 0.925 0.243 1.489
O 0.1179 4.1837 1.4683 0.812 1.267 0.922
P -0.4521 2.9590 0.9385 -2.306 0.194 -0.057
H 0.2267 -1.4367 2.2931 1.068 -0.711 0.296
H -0.9931 -1.2334 1.0662 -1.066 -1.244 -0.170
H -1.1844 -0.5404 2.7846 0.317 -0.347 -1.247
H 1.0224 -0.8690 -1.4752 1.361 -0.936 0.045
H 0.1709 0.4531 -2.1312 -0.317 0.057 0.389
H -0.6555 -0.8250 -1.2633 -2.643 -1.885 -0.577
H 0.1606 3.5173 -2.0762 0.524 -0.865 1.346

11
Properties=species:S:1:pos:R:3:forces:R:3 method="wB97M-V/def2-TZVPD" homo_ev=-9.09 homo_lumo_gap_ev=9.711 e_lumo_ev=0.6
C 0.0552 0.7762 1.2375 -0.777 -1.887 -0.738
C -0.0541 -0.8647 0.1649 2.183 -0.677 -1.641
C 0.2639 -1.4385 -1.0563 0.054 -3.021 0.385
C -0.4199 0.6200 -1.4493 0.001 6.324 -3.222
C -0.3414 0.4570 -0.1705 -0.189 -0.542 4.829
H 0.4865 -2.5000 -1.4226 -0.216 1.811 0.899
H -0.4354 -0.9351 -2.8930 0.880 1.384 0.894
H -0.3992 1.6875 -1.8816 -0.436 -2.189 -0.069
N 0.0100 -0.4847 -2.0480 -0.998 -3.626 -1.685
O -0.0041 1.6205 2.0185 0.419 1.676 1.437
O 0.4110 -0.6405 1.5035 -0.921 0.747 -1.088

22
Properties=species:S:1:pos:R:3:forces:R:3 method="wB97M-V/def2-TZVPD" spin_multiplicity=2 homo_ev="-15.09 / -15.09" homo_lumo_gap_ev="12.054 / 5.002" e_lumo_ev="-3.0 / -10.1" charge=+1 s_squared=0.752
C -0.0228 2.7551 1.5963 -0.514 0.210 -0.656
C 0.9197 2.3895 0.4403 -0.113 -0.373 1.027
H -0.8287 3.4171 1.2390 0.272 -0.199 0.141
H -0.5161 1.8971 2.0566 0.165 -0.087 0.062
H 0.5248 3.2960 2.3556 0.050 0.065 0.254
H 1.7919 1.8705 0.8452 0.143 0.104 -0.089
H 1.2505 3.3045 -0.0335 0.104 -0.082 -0.431
H 0.4582 1.6941 -0.2629 -0.095 0.300 -0.326
C -0.1025 -1.3846 -0.3639 0.066 -0.760 -1.102
C -0.3805 -2.7737 0.0588 0.226 -0.149 0.353
C 1.0303 -1.1611 -1.3240 -0.454 0.292 0.055
C -1.4512 -0.6082 -0.6696 -0.524 0.393 0.721
H 0.1772 -0.7325 0.5602 -0.460 0.515 -0.183
H -0.6966 -2.7982 1.1125 -0.205 0.085 -0.052
H 0.4737 -3.4401 -0.0406 -0.074 -0.030 -0.252
H 1.9406 -0.8147 -0.8149 0.176 -0.209 -0.089
H 1.2210 -2.0643 -1.9081 0.242 0.067 0.195
H 0.7673 -0.3163 -1.9804 0.134 -0.061 0.178
H -2.2708 -1.0957 -0.1405 0.159 0.222 0.094
H -1.4442 0.4603 -0.4855 0.095 0.088 0.153
H -1.5830 -0.7301 -1.7515 0.351 -0.288 -0.137
H -1.2589 -3.1646 -0.4892 0.255 -0.103 0.081

11
Properties=species:S:1:pos:R:3:forces:R:3 method="wB97M-V/def2-TZVPD" homo_ev="-9.48 / -9.61" homo_lumo_gap_ev="8.727 / 8.337" e_lumo_ev="-0.8 / -1.3"
C 0.9685 -1.6919 0.0393 0.120 -0.221 0.328
O 0.2722 -0.4958 0.0887 0.788 -1.665 -1.252
C -0.5326 1.5866 -0.6403 -0.044 0.790 -0.611
C -1.0772 1.2516 0.5931 0.470 -0.669 1.149
O -0.3071 0.8061 1.4889 -1.218 1.426 0.244
H 0.9962 -2.0089 -1.0176 -0.042 0.121 0.108
H 2.0099 -1.5961 0.3831 -0.158 0.020 -0.073
H 0.4607 -2.4926 0.5988 0.067 0.117 -0.093
H -1.1631 1.7825 -1.5033 0.065 -0.022 0.140
H 0.5381 1.7093 -0.7348 -0.142 -0.045 0.017
H -2.1656 1.1493 0.7040 0.093 0.148 0.043

45
Properties=species:S:1:pos:R:3:forces:R:3 method="wB97M-V/def2-TZVPD" homo_ev=-8.87 homo_lumo_gap_ev=9.079 smiles="NC(=O)[C@@H]1CCCN1.O.O.O.O.O.O.O.O.O" e_lumo_ev=0.2
N -0.2871 -1.3147 1.3381 1.603 -2.061 -0.711
C -0.9999 -0.1845 1.3517 -4.016 0.320 1.325
O -2.2288 -0.2978 1.6463 2.408 -0.272 -0.003
C -0.5341 1.2585 1.0137 1.087 -0.410 -2.112
C -0.8659 1.4540 -0.5581 0.189 2.519 1.275
C 0.4176 2.0808 -1.2069 0.697 -2.178 0.751
C 1.6038 1.8070 -0.1991 -1.415 -1.118 1.110
N 0.9671 1.3986 1.1132 -2.471 -1.039 -1.045
H 0.5473 -1.3542 0.7330 -0.479 0.285 0.750
H -0.7161 -2.3134 1.4739 0.621 3.169 -0.260
H -1.1299 2.0621 1.5496 0.822 -1.393 -0.077
H -1.7946 2.0608 -0.7422 1.113 0.552 0.693
H -1.3085 0.6117 -0.9543 0.355 -2.648 -1.104
H 0.7026 1.6376 -2.1825 -0.429 0.359 0.755
H 0.3084 3.1162 -1.3244 -0.322 1.506 -0.096
H 2.1514 0.8794 -0.4428 0.117 0.817 -0.593
H 2.2764 2.6507 -0.0479 -0.004 -0.041 -0.203
H 1.0610 1.8923 1.9557 1.137 1.473 0.541
O 1.3572 0.1777 -3.4937 1.080 0.479 -0.532
H 1.1774 0.7837 -4.2481 -0.435 -1.059 0.988
H 0.5745 -0.2589 -3.1212 -0.482 0.318 -0.938
O 1.5461 -2.6350 -3.0020 2.713 0.394 1.890
H 1.6580 -1.7889 -3.4353 -0.386 0.209 -0.540
H 0.8645 -3.1521 -3.3291 -1.743 -0.894 -1.391
O 0.2877 4.2227 1.9912 4.120 -1.587 -2.491
H -0.2071 4.6319 2.6134 -2.667 2.081 3.079
H 1.2237 4.4602 2.2400 -1.466 -0.389 -0.522
O 2.5900 -2.5299 1.2521 -3.835 1.174 -1.528
H 2.3953 -2.0804 2.0600 0.775 0.000 0.934
H 3.3529 -2.9985 1.1023 2.914 -1.225 0.515
O -2.0467 -1.6986 -0.9401 0.977 -0.469 -1.910
H -1.5602 -2.3683 -0.4764 0.666 -0.617 0.268
H -2.7061 -1.4203 -0.3573 -1.774 0.917 1.585
O 0.2202 -3.5554 -0.2844 0.255 3.549 4.790
H 1.1013 -3.3754 0.1685 -1.318 -0.210 -0.787
H 0.3829 -4.1313 -0.9344 1.074 -3.399 -3.894
O -0.9393 -1.3747 -3.3712 -0.273 2.618 0.604
H -0.9035 -2.2923 -3.4216 0.024 -2.409 -0.436
H -1.1876 -1.2605 -2.4309 -0.394 0.060 -0.261
O 0.6999 0.3989 4.6106 4.800 -7.076 0.379
H 0.6852 0.6272 3.7700 -0.673 2.222 -5.582
H 0.3062 0.8369 5.2239 -4.101 4.779 5.140
O -4.0899 1.2604 1.1274 1.814 -0.027 -0.741
H -3.5324 0.7614 1.8111 -0.931 0.869 -1.578
H -3.4209 1.3143 0.3585 -1.748 -0.151 1.964

13
Properties=species:S:1:pos:R:3:forces:R:3 method="wB97M-V/def2-TZVPD" homo_ev="-7.36 / -7.08" homo_lumo_gap_ev="8.056 / 7.702" e_lumo_ev="0.7 / 0.6"
C -0.8625 -0.4988 0.1146 3.174 -0.080 2.760
C 1.5997 -0.5161 0.0647 -3.367 0.243 -2.552
N -1.9726 1.5217 0.3463 0.190 0.570 -0.415
O 1.6953 0.7197 -0.5019 -1.670 -0.414 -1.511
O 2.0408 -1.5294 -0.7018 -0.104 -1.714 3.968
O -1.3449 0.5920 -0.5616 -0.118 0.334 0.921
H -1.2916 -1.4278 -0.1851 -0.210 -0.676 -0.149
H -0.6284 -0.3761 1.2709 -1.162 -0.098 -2.432
H 1.6313 -0.6526 1.1030 0.713 0.027 1.125
H -1.2557 1.7344 1.0500 -0.475 -0.196 -0.178
H -2.7770 1.0578 0.7848 0.595 -0.128 -0.137
H 0.9543 0.6576 -1.2278 1.855 0.872 1.899
H 2.2112 -1.2823 -1.5563 0.577 1.261 -3.300

10
Properties=species:S:1:pos:R:3:forces:R:3 method="wB97M-V/def2-TZVPD" homo_ev=-9.66 homo_lumo_gap_ev=10.121 e_lumo_ev=0.5
N 2.4385 -0.6895 0.7077 -0.756 -0.094 -0.250
C 1.3010 -0.8666 0.3268 0.539 0.062 0.160
C 0.0374 -1.1332 0.0245 0.122 0.016 0.046
C -1.0314 -0.3155 0.6038 0.076 0.211 0.190
C -1.0586 1.8509 -1.6033 -0.413 1.384 0.284
O -0.8581 0.6652 1.2992 -0.087 -0.385 -0.234
O -1.3734 2.9082 -1.3345 0.403 -1.308 -0.345
H 3.0306 -0.0231 0.2188 -0.049 -0.034 0.005
H -0.1923 -1.9406 -0.6615 0.059 0.090 0.102
H -2.0539 -0.6604 0.3504 0.106 0.058 0.041